Entry 1:
DFT (ωB97M-V/def2-TZVPD) results for the molecule C20H19N3O4 in a non-equilibrium geometry.

Atoms and positions in Å:
O  3.5980  2.9950  0.8889
O  3.6089  0.8133  1.2948
O  0.2156  0.8463  -1.4922
O  0.1910  0.9390  1.5793
N  -1.1718  2.2365  -0.3518
N  1.3328  -0.9005  0.9627
N  -0.9000  -1.8971  -0.2812
C  3.4329  1.7247  0.5214
C  -0.9298  -0.7115  0.2287
C  2.5921  -2.8682  0.3464
C  0.0015  1.9120  -0.9519
C  1.4421  -4.6335  -0.8227
C  0.2056  -0.1245  0.9770
C  -3.3708  -0.6975  0.2683
C  2.3390  2.7282  -1.5618
C  -2.2758  1.4103  -0.1018
C  -4.6804  1.2825  0.0988
C  2.5997  -4.1127  -0.2430
C  -4.6168  -0.0988  0.2596
C  1.0109  3.0486  -0.8777
C  -2.1902  0.0321  0.1196
C  0.2757  -3.9057  -0.8248
C  0.2415  -2.6356  -0.2366
C  -3.5302  2.0182  -0.0887
C  3.0645  1.5438  -0.9249
C  -5.8684  -0.9010  0.4455
C  1.4118  -2.1257  0.3634
H  2.1758  -0.4986  1.3751
H  3.9988  1.3565  -1.4627
H  -1.2669  3.1817  -0.0095
H  1.4693  -5.6125  -1.2769
H  -3.5940  3.0874  -0.2372
H  -6.2969  -0.7077  1.4290
H  -6.6120  -0.6279  -0.3010
H  -0.6273  -4.2822  -1.2780
H  -3.2804  -1.7637  0.4104
H  3.8357  3.0446  1.8286
H  2.9757  3.6136  -1.5252
H  3.4817  -2.4542  0.7981
H  -5.6617  -1.9645  0.3637
H  1.1764  3.2640  0.1802
H  2.4524  0.6453  -1.0152
H  0.5726  3.9369  -1.3398
H  -5.6392  1.7805  0.1094
H  2.1470  2.4795  -2.6068
H  3.5106  -4.6925  -0.2565

Forces on atoms 1 to 2 (eV/Å):
O 0.1 0.6 0.0
O 0.1 -0.1 0.2

Results
net charge: 0
energy relative to the best compared isomer or geometry (same formula, charge and spin): 0.0 kcal per mole

Here are the Löwdin charges for atoms 1 to 4, given in e: 0.122 0.078 0.089 0.073



Entry 2:
DFT (ωB97M-V/def2-TZVPD) results for the molecule C20H19N5O2S in a non-equilibrium geometry.

Atoms and positions in Å:
S  0.3030  0.7563  -3.8985
O  0.5559  4.2833  -3.6396
O  0.4793  2.4756  0.6161
N  0.5883  -0.9772  -1.9573
N  -1.0359  0.6663  -1.5887
N  -1.5021  -0.0097  -0.5863
N  -0.3446  3.2868  -1.8274
N  0.3240  4.1087  -0.9227
C  2.9268  -4.4256  0.7664
C  0.7627  3.6004  0.2578
C  1.5375  4.6027  1.0879
C  -2.3839  -1.2541  1.8108
C  -0.1035  0.0830  -2.3446
C  -3.0873  -3.3508  2.7397
C  -1.7316  -3.3215  0.7600
C  -1.6997  -1.9284  0.8011
C  0.2386  -1.5718  -0.8320
C  -3.0679  -1.9657  2.7775
C  -0.0912  3.3807  -3.1470
C  2.1791  -3.6320  1.6224
C  2.8060  -4.2697  -0.6054
C  -0.9881  -1.1672  -0.2209
C  -2.4247  -4.0248  1.7262
C  0.5984  5.6651  1.6589
C  1.9339  -3.3312  -1.1216
C  -0.7387  2.2629  -3.9470
C  1.2960  -2.6988  1.1152
C  1.1592  -2.5502  -0.2647
H  -2.3555  -0.1757  1.8262
H  -0.7440  2.4272  -1.4228
H  2.0197  4.0598  1.9011
H  0.7309  -2.0671  1.7840
H  2.2863  -3.7400  2.6914
H  3.6088  -5.1597  1.1691
H  -1.2259  -3.8488  -0.0362
H  -1.7235  2.0042  -3.5643
H  0.1136  6.2243  0.8623
H  -3.5894  -1.4395  3.5632
H  0.7218  4.9312  -1.3593
H  1.1563  6.3609  2.2810
H  -0.1704  5.1971  2.2687
H  -3.6223  -3.9055  3.4962
H  -2.4488  -5.1038  1.6881
H  -0.7813  2.5423  -4.9981
H  3.3961  -4.8796  -1.2733
H  2.3071  5.0733  0.4735
H  1.8311  -3.1933  -2.1870

Forces on atoms 1 to 2 (eV/Å):
S 0.1 0.3 -0.3
O 0.2 0.2 -0.2

Results
net charge: 0
energy relative to the best compared isomer or geometry (same formula, charge and spin): 26.1 kcal per mole

Here are the Löwdin charges for atoms 1 to 4, given in e: 1.010 0.052 0.061 0.149



Entry 3:
DFT (ωB97M-V/def2-TZVPD) results for the molecule C20H20Cl2N2O6.

Atoms and positions in Å:
Cl  2.9055  -2.8626  4.0650
Cl  1.9806  -0.8837  -0.8076
O  -1.8956  0.0134  -3.6912
O  -2.0617  -2.1167  -0.3045
O  0.2895  -0.4874  -3.7845
O  -1.5720  0.9993  1.8693
O  0.4945  1.7372  2.3555
O  0.2988  2.6922  -4.2384
N  0.9972  2.2986  -1.6754
N  -0.4138  -2.4212  -1.8109
C  -0.2773  -3.0572  1.6955
C  -0.4562  2.0285  -3.5496
C  -0.9882  1.5187  -1.0092
C  2.3488  2.4900  0.3771
C  -1.6405  1.3187  -4.2040
C  0.5601  -3.2190  2.7801
C  2.2566  -1.9600  1.6190
C  0.1311  -2.3818  0.5468
C  -0.8817  -2.2642  -0.5494
C  1.8344  -2.6730  2.7294
C  0.2089  1.5912  3.7434
C  -0.2490  1.9068  -2.1239
C  1.4061  -1.8188  0.5330
C  -0.8488  -0.7853  -3.5353
C  -1.2570  -2.1332  -2.9466
C  -2.4074  1.1010  -0.9149
C  0.4566  0.1698  4.2267
C  -0.5019  1.4180  1.4982
C  1.1015  2.1583  -0.3518
C  -0.1279  1.6775  0.1115
H  -2.9463  1.2650  -1.8416
H  0.5806  -2.4207  -1.9862
H  -2.4767  0.0466  -0.6458
H  -2.2929  -2.0959  -2.6054
H  0.8725  2.2985  4.2466
H  -1.4325  1.2613  -5.2782
H  2.6514  1.6585  1.0095
H  -1.2814  -3.4523  1.7144
H  1.4885  -0.1175  4.0418
H  2.1853  3.3468  1.0288
H  0.2562  0.1073  5.2924
H  3.1464  2.7225  -0.3253
H  -2.8890  1.6495  -0.1078
H  0.2320  -3.7535  3.6568
H  -0.2016  -0.5179  3.7012
H  -0.8357  1.8685  3.9205
H  -1.1349  -2.9090  -3.7086
H  -2.5596  1.8872  -4.0427
H  3.2401  -1.5188  1.5954
H  1.7067  2.6187  -2.3188

Forces on atoms 1 to 2 (eV/Å):
Cl 0.1 0.0 0.2
Cl 0.2 0.0 -0.1

Results
net charge: 0

Here are the Löwdin charges for atoms 1 to 4, given in e: 0.702 0.828 0.014 0.071



Entry 4:
DFT (ωB97M-V/def2-TZVPD) results for the molecule C20H20ClN3O4 in a non-equilibrium geometry.

Atoms and positions in Å:
Cl  -1.6912  -2.7093  1.2089
O  1.0385  3.9064  0.1141
O  1.1536  1.7038  2.6516
O  -0.5472  2.3489  3.9735
O  1.5639  0.6474  -0.9097
N  1.8922  -2.1882  1.0902
N  0.8103  0.0201  -2.9928
N  -0.3707  2.1697  0.3893
C  -2.2273  -1.3125  -1.0317
C  0.7514  -4.0655  -1.7189
C  0.3945  -2.2744  -3.4574
C  0.0497  0.4121  5.3372
C  0.7842  -2.6458  -2.1783
C  0.0642  2.1788  2.8025
C  1.1889  -0.3028  -1.7711
C  -0.8167  2.6915  1.6631
C  1.2008  -1.6344  -1.3067
C  0.4236  -0.9373  -3.8296
C  -1.5608  0.9747  -1.3450
C  -2.1798  -0.1707  -1.8113
C  -1.0318  -0.1512  0.7173
C  1.4221  2.0046  -1.2880
C  0.0186  -0.4982  -5.1995
C  0.6882  2.7919  -0.2030
C  0.1644  1.9165  5.1408
C  1.5897  -1.9223  0.0165
C  -0.9709  0.9841  -0.0837
C  -1.6514  -1.2891  0.2298
H  -0.7141  3.7820  1.6358
H  -0.0468  0.5849  -5.2349
H  -2.6323  -0.1732  -2.7909
H  -0.5648  -0.1585  1.6885
H  0.7578  -0.8287  -5.9280
H  0.0973  -4.1627  -0.8531
H  0.5226  0.1323  6.2739
H  -0.2981  2.4615  5.9656
H  0.9061  2.0713  -2.2512
H  -1.5340  1.8661  -1.9525
H  0.0665  -3.0214  -4.1635
H  0.5489  -0.1111  4.5253
H  0.3969  -4.7227  -2.5086
H  -2.7040  -2.2101  -1.3910
H  2.4179  2.4492  -1.3849
H  -0.9959  0.1139  5.3650
H  -1.8589  2.4264  1.8429
H  1.7453  -4.3854  -1.4084
H  -0.9401  -0.9339  -5.4725
H  1.2147  2.2070  5.0407

Forces on atoms 1 to 2 (eV/Å):
Cl 0.0 -0.2 0.1
O 0.2 0.1 0.0

Results
net charge: 0
energy relative to the best compared isomer or geometry (same formula, charge and spin): 20.3 kcal per mole

Here are the Löwdin charges for atoms 1 to 4, given in e: 0.706 0.095 0.140 0.001



Entry 5:
DFT (ωB97M-V/def2-TZVPD) results for the molecule C20H20N2O3 in a non-equilibrium geometry.

Atoms and positions in Å:
O  2.9391  4.6076  4.7781
O  -0.8000  -3.3914  0.9911
O  4.7736  3.6206  3.9901
N  2.3675  1.0467  0.6072
N  -1.1370  -1.3711  0.0683
C  0.0948  -2.7784  -2.5243
C  1.2022  0.7528  0.0304
C  -0.1970  -1.3130  -2.9755
C  -0.6611  -2.6880  -0.0103
C  1.3642  3.5727  3.0484
C  -0.0381  1.2921  0.5270
C  -2.3398  0.4402  0.8769
C  2.5836  3.8174  3.6881
C  3.6712  2.3234  2.1535
C  0.0199  2.3431  1.4856
C  1.2910  -0.1019  -1.1738
C  4.3482  4.7435  4.7768
C  -1.2720  0.9273  -0.1133
C  -1.8007  -0.8887  1.1970
C  3.7494  3.1976  3.2134
C  2.4777  1.9740  1.5975
C  -1.1320  -0.3752  -0.9739
C  -0.7364  -3.3217  -1.3529
C  1.2938  2.6320  2.0237
C  -0.0102  -0.2725  -1.9363
H  0.4324  -1.0838  -3.8126
H  2.1661  0.1203  -1.7645
H  4.6755  4.4990  5.7856
H  -0.1155  0.6695  -2.4575
H  4.5818  1.8474  1.8671
H  -1.7759  -3.4471  -1.5799
H  -0.8540  2.8400  1.7863
H  1.1056  -2.7945  -2.2001
H  -0.1515  -3.3799  -3.3252
H  -2.5000  0.9483  1.8794
H  -1.6005  1.8248  -0.7224
H  -3.2877  0.4562  0.3309
H  -0.3628  -4.1987  -1.1476
H  -1.2612  -1.1373  -3.3320
H  -2.6871  -1.5502  1.4057
H  -2.1108  -0.6451  -1.4629
H  1.3728  -1.0962  -0.8759
H  0.5716  4.3390  3.1118
H  4.7042  5.6624  4.3704
H  -1.1423  -0.8500  1.9639

Forces on atoms 1 to 2 (eV/Å):
O -1.3 0.7 -0.6
O 1.2 0.3 -0.4

Results
net charge: 0
energy relative to the best compared isomer or geometry (same formula, charge and spin): 103.1 kcal per mole

Here are the Löwdin charges for atoms 1 to 4, given in e: 0.020 0.060 0.031 0.170



HOMO-LUMO gap: 8.13; 8.23; 8.80; 9.34; 8.32 (eV)